# 1
{"formula": "C4H8NOS", "method": "ωB97M-V with the def2-TZVPD basis set", "de_lowest_ev": 5.284, "e_homo_ev": -3.24, "mol_weight_g_mol": 118.18, "lumo_energy_ev": 2.258, "total_energy_ha": -685.2619, "charge": -1, "orbital_gap_ev": 5.502, "largest_force_ev_per_a": 5.678, "symbols": ["C", "C", "S", "C", "N", "C", "O", "H", "H", "H", "H", "H", "H", "H", "H"], "positions_angstrom": [[-0.68271, 1.37613, -0.26484], [-0.31508, -0.15495, 1.78329], [-0.79636, -1.96046, 1.98520], [0.36709, 1.51069, -1.13873], [1.15277, 0.22167, -1.13327], [0.38750, -0.91835, -1.39361], [0.71505, 2.42868, -1.94069], [-0.81026, 0.59924, 0.60294], [-1.46719, 2.01842, -0.63095], [-0.36517, 0.48940, 2.65076], [0.70772, -0.12595, 1.48149], [1.87357, 0.37501, -1.88508], [-0.73181, -0.74286, -1.43591], [0.65323, -1.35468, -2.30619], [0.55104, -1.75337, -0.69854]]}

***

# 2
{"formula": "C4H8NOS", "method": "ωB97M-V with the def2-TZVPD basis set", "de_lowest_ev": 0.806, "e_homo_ev": [-9.58, -9.31], "mol_weight_g_mol": 118.18, "lumo_energy_ev": [0.825, -2.355], "total_energy_ha": -685.3261, "charge": 0, "orbital_gap_ev": [10.410, 6.956], "spin_multiplicity": 2, "largest_force_ev_per_a": 3.573, "s2": 0.7530, "symbols": ["O", "C", "N", "C", "C", "S", "C", "H", "H", "H", "H", "H", "H", "H", "H"], "positions_angstrom": [[1.62946, 2.54570, -1.42663], [1.05007, 1.82477, -0.63531], [0.33886, 0.65475, -1.03269], [-0.22715, -0.46190, -0.25064], [0.74686, -0.92232, 0.87731], [0.28902, -2.72596, 1.39195], [-1.61890, -0.23120, 0.27305], [1.21457, 1.95497, 0.39089], [0.31101, 0.48186, -2.01777], [-0.32859, -1.29172, -0.96236], [1.81324, -0.97029, 0.51912], [0.73188, -0.09638, 1.64847], [-2.32563, -0.26114, -0.57548], [-1.59546, 0.58145, 1.01125], [-2.02924, -1.08259, 0.78885]]}

***

# 3
{"formula": "C4H8NOS", "method": "ωB97M-V with the def2-TZVPD basis set", "de_lowest_ev": 4.807, "e_homo_ev": [-13.22, -13.07], "mol_weight_g_mol": 118.18, "lumo_energy_ev": [-5.973, -4.661], "total_energy_ha": -684.9501, "charge": 1, "orbital_gap_ev": [7.250, 8.411], "largest_force_ev_per_a": 4.849, "symbols": ["C", "C", "C", "C", "N", "O", "S", "H", "H", "H", "H", "H", "H", "H", "H"], "positions_angstrom": [[-1.27962, 0.15180, -0.19941], [-1.10969, -0.12975, 1.31987], [-0.07876, -0.64997, -0.37097], [1.44999, 1.48768, -0.57714], [0.11212, -0.95600, 1.00106], [-2.20464, 0.56338, -0.75070], [0.44768, -1.56869, -1.74385], [-0.94859, 0.67045, 1.95332], [-1.96833, -0.77893, 1.66014], [2.30683, 0.80206, -0.50577], [1.31565, 2.35222, 0.03664], [1.01852, 1.69638, -1.62128], [1.11305, -0.59580, 1.40106], [0.06760, -2.00161, 1.15608], [-0.24181, -1.04323, -2.75906]]}

***

# 4
{"formula": "C4H8NOS", "method": "ωB97M-V with the def2-TZVPD basis set", "de_lowest_ev": 4.995, "e_homo_ev": [-11.17, -15.28], "mol_weight_g_mol": 118.18, "lumo_energy_ev": [-4.643, -8.577], "total_energy_ha": -684.8072, "charge": 1, "orbital_gap_ev": [6.527, 6.700], "spin_multiplicity": 3, "largest_force_ev_per_a": 10.209, "s2": 2.0104, "symbols": ["C", "C", "C", "C", "N", "O", "S", "H", "H", "H", "H", "H", "H", "H", "H"], "positions_angstrom": [[-0.07941, -0.26434, -1.21149], [0.80555, 0.40833, 0.70360], [1.36108, -1.02791, 0.67810], [-1.45168, 1.31780, -0.08462], [-0.27902, 0.51587, -0.24223], [-0.58338, -2.35462, -0.69809], [0.74545, -1.82138, -0.94011], [-1.41733, -0.51343, -2.26155], [0.63170, 0.73075, 1.69212], [1.65429, 1.16941, 0.42701], [2.42882, -0.93557, 0.60561], [1.03732, -1.60222, 1.53812], [-1.70233, 1.57007, -1.16366], [-1.06739, 2.19291, 0.49027], [-2.08365, 0.61435, 0.46693]]}

***

# 5
{"formula": "C4H8NS", "method": "ωB97M-V with the def2-TZVPD basis set", "de_lowest_ev": 2.346, "e_homo_ev": -13.58, "mol_weight_g_mol": 102.18, "lumo_energy_ev": -6.507, "total_energy_ha": -609.7837, "charge": 1, "orbital_gap_ev": 7.068, "largest_force_ev_per_a": 3.893, "symbols": ["C", "C", "C", "C", "N", "S", "H", "H", "H", "H", "H", "H", "H", "H"], "positions_angstrom": [[-0.63112, 0.29330, -0.70308], [-1.27832, -0.51549, 0.16549], [0.71855, 0.85059, -0.87115], [-0.68276, -1.20560, 1.21389], [1.79380, 0.80057, 0.08036], [-1.28118, -2.28152, 2.40666], [-1.25745, 0.48910, -1.52022], [-2.41176, -0.47445, 0.23905], [1.25856, 0.44661, -1.81377], [0.65347, 2.07642, -1.08397], [0.36215, -1.14317, 1.31083], [2.35494, -0.04306, 0.04785], [1.51352, 1.23647, 0.97537], [-2.70881, -2.26651, 2.65426]]}

***

# 6
{"formula": "C4H8NS", "method": "ωB97M-V with the def2-TZVPD basis set", "de_lowest_ev": 0.000, "e_homo_ev": [-12.00, -16.33], "mol_weight_g_mol": 102.18, "lumo_energy_ev": [-3.888, -7.592], "total_energy_ha": -609.7588, "charge": 1, "orbital_gap_ev": [8.111, 8.739], "spin_multiplicity": 3, "largest_force_ev_per_a": 4.341, "s2": 2.0078, "symbols": ["C", "C", "C", "C", "N", "S", "H", "H", "H", "H", "H", "H", "H", "H"], "positions_angstrom": [[-0.21684, 0.54936, 0.75091], [-1.55816, 0.18854, 0.32756], [-1.38888, -1.11989, -0.46129], [2.25621, 0.39635, -0.11230], [0.84784, 0.02156, -0.06885], [0.24198, -0.99176, -1.30029], [0.16512, 1.35105, 1.42443], [-2.20979, -0.02729, 1.08285], [-2.12255, 0.96905, -0.15523], [-1.43128, -1.95983, 0.23258], [-2.21083, -1.05872, -1.21224], [2.25263, 1.23936, 0.59790], [2.47054, 0.83748, -1.14951], [2.90399, -0.39527, 0.04348]]}

***

# 7
{"formula": "C4H8O", "method": "ωB97M-V with the def2-TZVPD basis set", "e_homo_ev": [3.68, 3.69], "mol_weight_g_mol": 72.11, "lumo_energy_ev": [6.757, 6.758], "total_energy_ha": -232.1396, "charge": -2, "orbital_gap_ev": [3.072, 3.072], "largest_force_ev_per_a": 2.186, "symbols": ["C", "C", "H", "H", "H", "C", "C", "O", "H", "H", "H", "H", "H"], "positions_angstrom": [[1.57210, 1.02992, -0.96446], [0.74987, 0.20608, -0.17271], [1.13102, 1.63829, -1.76390], [2.15921, 2.92335, -0.16355], [1.23157, -0.74057, 0.13090], [-0.66789, 0.17374, -0.11894], [-1.39838, -0.78401, 0.73389], [-1.14999, -2.18211, 0.36289], [-1.23525, 1.03924, -0.49115], [-2.49324, -0.63593, 0.68226], [-1.09499, -0.67573, 1.79621], [-1.42607, -2.74503, 1.09400], [2.62203, 0.75275, -1.12545]]}

***

# 8
{"formula": "C4H8O", "method": "ωB97M-V with the def2-TZVPD basis set", "de_lowest_ev": 4.738, "e_homo_ev": -9.90, "mol_weight_g_mol": 72.11, "lumo_energy_ev": 0.176, "total_energy_ha": -232.2715, "charge": 0, "orbital_gap_ev": 10.076, "largest_force_ev_per_a": 3.781, "symbols": ["O", "C", "C", "C", "C", "H", "H", "H", "H", "H", "H", "H", "H"], "positions_angstrom": [[-0.88354, 1.29049, 1.64603], [-1.21012, 0.46840, 0.60164], [0.02483, 0.17894, -0.15566], [0.30139, -0.82917, -1.23983], [1.12507, -0.80172, 0.02903], [-0.00376, 1.88529, 1.05193], [-2.00815, 0.84645, -0.06505], [-1.46005, -0.58026, 0.85638], [0.56845, 1.70589, 0.10788], [-0.36612, -1.68671, -1.40010], [0.73143, -0.44875, -2.15705], [1.05135, -1.61671, 0.74727], [2.11397, -0.36078, -0.04775]]}

***

# 9
{"formula": "C4H8O", "method": "ωB97M-V with the def2-TZVPD basis set", "de_lowest_ev": 3.317, "e_homo_ev": -9.56, "mol_weight_g_mol": 72.11, "smiles": "C=CO.C=C", "lumo_energy_ev": 0.925, "total_energy_ha": -232.3237, "charge": 0, "orbital_gap_ev": 10.487, "largest_force_ev_per_a": 4.668, "symbols": ["C", "C", "O", "H", "H", "H", "H", "C", "C", "H", "H", "H", "H"], "positions_angstrom": [[5.24193, -2.19779, -1.87422], [4.15411, -1.45125, -1.93735], [2.88410, -1.87383, -2.27102], [6.22368, -2.02034, -1.89980], [4.99972, -3.23798, -1.76607], [4.12113, -0.31384, -1.70177], [2.15390, -2.24146, -1.63433], [-6.67568, 2.84356, 2.73425], [-5.41892, 2.73698, 3.28501], [-7.15854, 3.74801, 2.33744], [-7.31144, 2.05849, 2.43527], [-4.98486, 3.65241, 3.71580], [-4.92502, 1.75636, 3.43546]]}

***

# 10
{"formula": "C4H8O", "method": "ωB97M-V with the def2-TZVPD basis set", "de_lowest_ev": 3.889, "e_homo_ev": -8.10, "mol_weight_g_mol": 72.11, "lumo_energy_ev": 0.980, "total_energy_ha": -232.3027, "charge": 0, "orbital_gap_ev": 9.084, "largest_force_ev_per_a": 2.162, "symbols": ["C", "C", "C", "C", "O", "H", "H", "H", "H", "H", "H", "H", "H"], "positions_angstrom": [[1.25614, 0.62296, -0.66641], [-0.20641, 0.29286, -0.81691], [-0.55862, -1.25538, 0.08897], [-0.99596, 0.13297, 0.44489], [-0.45421, 0.57834, 1.66815], [1.66061, 0.49052, 0.34676], [1.34889, 1.68332, -0.93763], [1.87679, 0.06889, -1.38092], [-0.33817, -0.85882, -1.25679], [0.26002, -1.64896, 0.68626], [-1.34270, -1.97406, -0.17393], [-2.07071, 0.32057, 0.36555], [-0.43568, 1.54679, 1.63201]]}

***

# 11
{"formula": "C4H8O", "method": "ωB97M-V with the def2-TZVPD basis set", "de_lowest_ev": 2.749, "e_homo_ev": -9.62, "mol_weight_g_mol": 72.11, "smiles": "CC(C)C=O", "lumo_energy_ev": 0.721, "total_energy_ha": -232.3446, "charge": 0, "orbital_gap_ev": 10.336, "largest_force_ev_per_a": 1.808, "symbols": ["C", "C", "C", "C", "O", "H", "H", "H", "H", "H", "H", "H", "H"], "positions_angstrom": [[0.64258, -1.02468, -1.19198], [-0.15682, 0.26553, -0.06969], [0.26308, 1.49107, 0.88758], [-1.02142, -0.74259, 0.57651], [-1.13955, -1.83562, 0.06852], [1.19940, -0.38611, -1.84955], [1.25536, -1.72917, -0.61965], [0.00867, -1.69238, -1.84205], [-0.62313, 0.71509, -0.93494], [-0.37894, 2.39120, 0.75580], [1.27972, 1.84356, 0.70851], [0.19211, 1.27121, 1.96779], [-1.52105, -0.56711, 1.54315]]}

***

# 12
{"formula": "C4H8O", "method": "ωB97M-V with the def2-TZVPD basis set", "de_lowest_ev": 0.228, "e_homo_ev": -9.79, "mol_weight_g_mol": 72.11, "smiles": "CC(C)C=O", "lumo_energy_ev": 0.977, "total_energy_ha": -232.4373, "charge": 0, "orbital_gap_ev": 10.766, "largest_force_ev_per_a": 0.506, "symbols": ["C", "C", "C", "C", "O", "H", "H", "H", "H", "H", "H", "H", "H"], "positions_angstrom": [[1.21398, -0.43296, 0.60657], [0.04497, -0.22423, -0.34579], [-0.32043, 1.25843, -0.51966], [-1.18956, -0.96131, 0.12627], [-1.29823, -1.51327, 1.19512], [2.09316, 0.12014, 0.26049], [0.95736, -0.08890, 1.61399], [1.47665, -1.49268, 0.67459], [0.29046, -0.63110, -1.34023], [-1.09031, 1.39855, -1.28568], [0.56096, 1.83232, -0.82139], [-0.69376, 1.68300, 0.41959], [-2.04525, -0.94799, -0.58386]]}

***

# 13
{"formula": "C4H8O", "method": "ωB97M-V with the def2-TZVPD basis set", "de_lowest_ev": 3.763, "e_homo_ev": [-8.19, -9.32], "mol_weight_g_mol": 72.11, "lumo_energy_ev": [-1.320, -0.325], "total_energy_ha": -232.3074, "charge": 0, "orbital_gap_ev": [6.870, 8.995], "largest_force_ev_per_a": 1.304, "symbols": ["C", "C", "C", "C", "O", "H", "H", "H", "H", "H", "H", "H", "H"], "positions_angstrom": [[1.32999, 1.08569, -0.55201], [-0.36595, -0.75399, -0.24264], [-1.72241, -0.58344, 0.27633], [0.75273, -0.02546, 0.38210], [0.41749, 0.32454, 1.59309], [0.57341, 1.86233, -0.69704], [2.19086, 1.52484, -0.03522], [1.64254, 0.70455, -1.52976], [-0.18310, -1.59794, -0.91164], [-1.86860, -1.30335, 1.09662], [-2.47791, -0.79664, -0.48490], [-1.81880, 0.40397, 0.74845], [1.52975, -0.84508, 0.35661]]}

***

# 14
{"formula": "C4H8O", "method": "ωB97M-V with the def2-TZVPD basis set", "de_lowest_ev": 0.355, "e_homo_ev": -9.83, "mol_weight_g_mol": 72.11, "smiles": "CCCC=O", "lumo_energy_ev": 1.052, "total_energy_ha": -232.4326, "charge": 0, "orbital_gap_ev": 10.883, "largest_force_ev_per_a": 0.891, "symbols": ["C", "C", "C", "C", "O", "H", "H", "H", "H", "H", "H", "H", "H"], "positions_angstrom": [[1.05490, -1.17445, 0.87124], [0.68492, 0.01961, -0.02069], [-0.81701, 0.21642, -0.10510], [-1.24507, 1.26954, -1.09167], [-0.48931, 2.05154, -1.61078], [0.37953, -1.19042, 1.72689], [0.96011, -2.10357, 0.30947], [2.06937, -1.08799, 1.25379], [1.12718, 0.88815, 0.47576], [1.13485, -0.02588, -1.01061], [-1.36128, -0.70756, -0.30408], [-1.17882, 0.56221, 0.87086], [-2.31937, 1.28241, -1.36509]]}

***

# 15
{"formula": "C4H8O", "method": "ωB97M-V with the def2-TZVPD basis set", "de_lowest_ev": 4.452, "e_homo_ev": [-7.75, -8.04], "mol_weight_g_mol": 72.11, "lumo_energy_ev": [0.515, 0.754], "total_energy_ha": -232.2820, "charge": 0, "orbital_gap_ev": [8.260, 8.798], "largest_force_ev_per_a": 1.124, "symbols": ["C", "C", "C", "C", "O", "H", "H", "H", "H", "H", "H", "H", "H"], "positions_angstrom": [[-1.75575, 1.02729, 0.51639], [0.79123, -1.12156, 0.56476], [0.86193, -0.92035, -0.90671], [1.53524, 0.37366, -0.50151], [1.44664, 0.00766, 0.82269], [-1.55586, 0.95657, 1.58879], [-2.39243, 1.89474, 0.32517], [-2.27298, 0.12301, 0.18212], [0.01404, -1.45038, 1.24945], [1.55416, -1.57711, -1.44514], [-0.10932, -0.89029, -1.40935], [-0.80961, 1.15056, -0.02225], [2.52127, 0.72285, -0.80924]]}

***

# 16
{"formula": "C4H8O", "method": "ωB97M-V with the def2-TZVPD basis set", "de_lowest_ev": 3.318, "e_homo_ev": -8.25, "mol_weight_g_mol": 72.11, "lumo_energy_ev": 1.093, "total_energy_ha": -232.3237, "charge": 0, "orbital_gap_ev": 9.348, "largest_force_ev_per_a": 0.582, "symbols": ["C", "C", "O", "C", "C", "H", "H", "H", "H", "H", "H", "H", "H"], "positions_angstrom": [[-2.14781, 0.32136, -0.10526], [-1.23627, -0.70687, 0.47307], [-0.24121, -0.83615, -0.39195], [1.01752, -0.82588, 0.29769], [1.71091, 0.42677, -0.21368], [-2.02677, 1.10629, 0.66290], [-3.19849, 0.03952, -0.09260], [-1.81171, 0.72281, -1.06925], [0.75178, -0.75454, 1.35498], [1.57504, -1.74610, 0.12399], [0.98048, 1.24332, -0.27081], [2.51938, 0.73288, 0.45291], [2.10714, 0.27660, -1.22197]]}

***

# 17
{"formula": "C4H8O", "method": "ωB97M-V with the def2-TZVPD basis set", "de_lowest_ev": 0.386, "e_homo_ev": -9.88, "mol_weight_g_mol": 72.11, "smiles": "CCCC=O", "lumo_energy_ev": 1.064, "total_energy_ha": -232.4315, "charge": 0, "orbital_gap_ev": 10.947, "largest_force_ev_per_a": 0.549, "symbols": ["C", "C", "C", "C", "O", "H", "H", "H", "H", "H", "H", "H", "H"], "positions_angstrom": [[0.87501, 1.56374, 0.13288], [-0.15902, 0.54599, -0.33257], [0.16919, -0.92183, -0.03772], [-1.11656, -1.70640, 0.14482], [-2.09947, -1.24263, 0.67441], [1.84039, 1.45674, -0.37371], [1.04546, 1.47329, 1.21195], [0.50714, 2.57775, -0.05813], [-1.10668, 0.74908, 0.17587], [-0.34015, 0.65663, -1.40923], [0.79363, -1.39567, -0.80532], [0.72695, -1.00804, 0.90798], [-1.13589, -2.74865, -0.23124]]}

***

# 18
{"formula": "C4H8O", "method": "ωB97M-V with the def2-TZVPD basis set", "de_lowest_ev": 2.665, "e_homo_ev": -9.40, "mol_weight_g_mol": 72.11, "lumo_energy_ev": 0.695, "total_energy_ha": -232.3477, "charge": 0, "orbital_gap_ev": 10.094, "largest_force_ev_per_a": 4.544, "symbols": ["C", "C", "C", "C", "H", "H", "H", "H", "H", "H", "H", "H", "O"], "positions_angstrom": [[-1.10227, 1.25636, 0.01692], [-0.46957, -0.10863, -0.01407], [-1.35768, -1.10054, -0.22076], [0.88317, -0.37047, 0.48535], [-1.78882, 1.27315, 1.25570], [-1.96041, 1.33883, -0.72157], [-0.23387, 2.11147, -0.13675], [-1.08857, -2.14320, -0.01729], [-2.40433, -0.89032, -0.48752], [1.01270, -0.12029, 1.52708], [1.07401, -1.42181, 0.51371], [1.79954, -0.09923, -1.25090], [1.98348, 0.23637, -0.28589]]}